Record 1
Molecular formula: C5H12N2O
Method: DFT, the ωB97M-V functional and the def2-TZVPD basis

Values from the calculation:
Charge ... 0
Calculated total energy ... -10405.851 eV
HOMO-LUMO gap ... 9.85 eV
Spin multiplicity ... 1

Last columns: bonded neighbours and bond lengths (Å).
Geometry (Å):
1 C 0.61266 0.89115 2.16732  C2 1.501, H9 1.207, H10 1.235, H11 1.156
2 C 0.69892 0.77707 0.67270  C1 1.501, C3 1.617, H12 1.110, H13 1.087
3 C -0.67629 0.19329 0.05393  C2 1.617, N4 1.449, C5 1.651, H14 1.207
4 N -1.89956 0.95539 0.19904  C3 1.449, H15 0.975, H16 1.012
5 C -0.39268 -0.08468 -1.54911  C3 1.651, N6 1.494, H17 1.106, H18 1.116
6 N -0.09881 -1.52797 -1.80075  C5 1.494, C7 1.381, H19 0.963
7 C 1.10468 -2.05890 -1.38092  N6 1.381, O8 1.239, H20 1.188
8 O 2.03250 -1.31124 -1.04192  C7 1.239
9 H -0.43459 1.35978 2.54243  C1 1.207
10 H 1.44382 1.55540 2.79367  C1 1.235
11 H 0.75833 -0.16234 2.62120  C1 1.156
12 H 0.84841 1.74954 0.15778  C2 1.110
13 H 1.51536 0.17898 0.27669  C2 1.087
14 H -0.78265 -0.91654 0.51744  C3 1.207
15 H -1.75276 1.88874 -0.04338  N4 0.975
16 H -2.52607 0.88077 0.99024  N4 1.012
17 H 0.44383 0.60631 -1.76262  C5 1.106
18 H -1.13392 0.32573 -2.27558  C5 1.116
19 H -0.89991 -2.05893 -1.86410  N6 0.963
20 H 1.13873 -3.24156 -1.27406  C7 1.188

=====

Record 2
Molecular formula: C5H12N2O
Method: DFT, the ωB97M-V functional and the def2-TZVPD basis

Values from the calculation:
Charge ... +1
Calculated total energy ... -10396.867 eV
HOMO-LUMO gap (alpha / beta) ... 10.01 / 4.92 eV
Spin multiplicity ... 2

Last columns: bonded neighbours and bond lengths (Å).
Geometry (Å):
1 C 0.33004 -1.80351 0.75584  O2 1.398, C3 1.542, H9 1.077, H10 1.096
2 O 0.34567 -2.94678 -0.04797  C1 1.398, H11 0.961
3 C -0.30479 -0.57562 0.07234  C1 1.542, C4 1.581, N8 1.419, H12 1.078
4 C -0.47945 0.70432 0.98314  C3 1.581, C5 1.520, H13 1.087, H14 1.095
5 C -0.21184 2.04618 0.32023  C4 1.520, N7 1.451, H15 1.096, H16 1.090
6 C 1.43367 1.85698 -1.37994  N7 1.259, H17 1.096, H18 1.085
7 N 1.13043 2.20179 -0.20771  C5 1.451, C6 1.259
8 N -1.60289 -0.92170 -0.38459  C3 1.419, H19 1.023, H20 1.028
9 H 1.34591 -1.52212 0.97744  C1 1.077
10 H -0.10789 -1.99974 1.74092  C1 1.096
11 H -0.54125 -3.15950 -0.35065  O2 0.961
12 H 0.38112 -0.26770 -0.69951  C3 1.078
13 H 0.10797 0.39157 1.84220  C4 1.087
14 H -1.46968 0.72629 1.45057  C4 1.095
15 H -0.94532 2.18136 -0.48274  C5 1.096
16 H -0.27100 2.75624 1.14480  C5 1.090
17 H 0.72233 1.42888 -2.09576  C6 1.096
18 H 2.45556 2.04960 -1.68795  C6 1.085
19 H -2.22408 -0.17114 -0.69611  N8 1.023
20 H -2.12554 -1.54936 0.23905  N8 1.028

=====

Record 3
Molecular formula: C5H12N2O
Method: DFT, the ωB97M-V functional and the def2-TZVPD basis

Values from the calculation:
Charge ... +2
Calculated total energy ... -10388.035 eV
HOMO-LUMO gap ... 9.68 eV
Spin multiplicity ... 1

Last columns: bonded neighbours and bond lengths (Å).
Geometry (Å):
1 C 2.55178 2.35646 -0.93233  N2 1.286, H9 1.099, H10 1.075
2 N 1.71787 1.75113 -0.16308  C1 1.286, C3 1.472, H11 1.112
3 C 1.13764 0.40493 -0.30143  N2 1.472, C4 1.495, H12 1.184, H13 1.145
4 C -0.23365 0.29416 0.28413  C3 1.495, C5 1.659, H14 1.144, H15 1.115
5 C -0.98734 -1.15979 0.01612  C4 1.659, N6 1.529, C7 1.576, H16 1.099
6 N -1.21638 -1.83850 1.36706  C5 1.529, H17 1.107, H18 1.067, H19 1.040
7 C -2.37309 -0.95603 -0.70583  C5 1.576, O8 1.232, H20 1.095
8 O -3.34324 -1.48740 -0.16283  C7 1.232
9 H 2.92462 3.38980 -0.92372  C1 1.099
10 H 2.99379 1.89197 -1.79528  C1 1.075
11 H 1.39204 2.28313 0.75750  N2 1.112
12 H 1.19271 0.04834 -1.42913  C3 1.184
13 H 1.86543 -0.32447 0.19720  C3 1.145
14 H -1.02863 0.94290 -0.22185  C4 1.144
15 H -0.09728 0.53081 1.36561  C4 1.115
16 H -0.30763 -1.64756 -0.69584  C5 1.099
17 H -0.48293 -1.37681 2.05538  N6 1.107
18 H -1.06089 -2.89088 1.28427  N6 1.067
19 H -2.19176 -1.70884 1.70318  N6 1.040
20 H -2.45307 -0.50337 -1.69913  C7 1.095

=====

Record 4
Molecular formula: C5H12N2O2
Method: DFT, the ωB97M-V functional and the def2-TZVPD basis

Values from the calculation:
Charge ... 0
Calculated total energy ... -12453.518 eV
HOMO-LUMO gap ... 9.36 eV
Spin multiplicity ... 1

Last columns: bonded neighbours and bond lengths (Å).
Geometry (Å):
1 C -2.06668 -1.14214 -0.70267  N2 1.452, H7 1.088, H8 1.099, H9 1.088
2 N -1.26835 0.02399 -0.36835  C1 1.452, C3 1.453, H10 1.018
3 C -0.93999 0.13856 1.04283  N2 1.453, O4 1.390, C5 1.523, H11 1.114
4 O -0.59421 1.44500 1.36680  C3 1.390, H12 0.983
5 C 0.14528 -0.83668 1.47786  C3 1.523, O6 1.199, H13 1.107
6 O 0.41260 -1.88865 0.96822  C5 1.199
7 H -1.48700 -2.03751 -0.49050  C1 1.088
8 H -3.00987 -1.19233 -0.14101  C1 1.099
9 H -2.29185 -1.11224 -1.76666  C1 1.088
10 H -1.76704 0.87029 -0.63375  N2 1.018
11 H -1.80965 -0.10823 1.69431  C3 1.114
12 H 0.20168 1.68856 0.84316  O4 0.983
13 H 0.66710 -0.47569 2.38502  C5 1.107
14 C 1.74102 1.72789 -0.41654  C15 1.336, H17 1.075, H18 1.078
15 C 2.08006 0.43597 -0.45803  C14 1.336, N16 1.370, H19 1.083
16 N 1.57018 -0.48462 -1.33510  C15 1.370, H20 1.009, H21 1.011
17 H 2.27390 2.42385 0.20559  C14 1.075
18 H 1.01484 2.13380 -1.10151  C14 1.078
19 H 2.86193 0.05620 0.18819  C15 1.083
20 H 1.58569 -1.44279 -1.01934  N16 1.009
21 H 0.68037 -0.22321 -1.73853  N16 1.011